No. 1
Entry from the OMol25 dataset: a cluster of 3 separate species, C2H10NO2 in total at a distorted geometry (ωB97M-V/def2-TZVPD).

Summary:
**Spin multiplicity**: 2
**E_HOMO (spin up / spin down)**: -3.2 / -8.9 eV
**LUMO energy (spin up / spin down)**: 0.68 / 0.52 eV
**Relative energy (zero: lowest compared OMol25 entry of this formula, charge and spin)**: 213.30 kJ/mol
**Orbital gap (spin up / spin down)**: 0.1438 / 0.3477 Ha
**<S²>**: 0.7524

```
15
Properties=species:S:1:pos:R:3:forces:R:3:lowdin_spin:R:1
C -0.3043 -0.6643 -0.7387 -0.308 -0.947 0.372 0.22
C -1.6421 -0.4832 -0.7143 0.914 0.617 -0.551 0.18
N 0.6439 -0.1981 0.2712 1.104 -1.399 -0.156 0.15
H 0.1921 -1.3310 -1.4403 -0.013 0.655 -0.373 0.04
H -2.0775 -0.5551 -1.7079 -0.642 -0.322 0.364 0.02
H -2.1938 -0.1401 0.1472 -0.108 0.173 -0.108 0.02
H 1.0568 0.7747 0.1733 -0.720 0.310 0.208 0.10
H 1.4816 -0.7988 0.1182 -0.031 0.122 0.030 0.10
H 0.3886 -0.4808 1.2273 -0.280 0.853 0.058 0.02
H -0.0576 -0.1795 3.5515 0.075 0.533 0.240 0.01
H -0.0948 -1.6499 3.2776 0.008 -0.488 -0.043 0.01
O -0.3109 -0.8073 2.8772 -0.072 -0.082 -0.133 0.05
H 0.6229 1.9690 -2.9047 0.178 -0.080 0.321 0.01
H 2.0082 2.0216 -2.2149 -0.337 -0.014 -0.038 0.01
O 1.0682 1.8529 -2.0511 0.233 0.070 -0.190 0.05
```
Positions in Å, forces in eV/Å.

No. 2
Entry from the OMol25 dataset: a structure of composition C35H60BF6N11OTa at a distorted geometry (ωB97M-V/def2-TZVPD).

Summary:
**Spin multiplicity**: 1
**E_HOMO**: -16.1 eV
**Charge**: +3
**LUMO energy**: -9.26 eV
**Relative energy (zero: lowest compared OMol25 entry of this formula, charge and spin)**: 155.65 kJ/mol
**Orbital gap**: 0.2501 Ha

```
115
Properties=species:S:1:pos:R:3:forces:R:3:lowdin_charge:R:1
Ta 1.1804 -0.2938 -0.7077 -0.945 -1.483 0.074 1.96
C -3.9754 -2.6873 -1.7457 -0.050 -0.049 0.107 -0.06
C -4.2469 -1.1962 -1.9871 -0.057 -0.018 0.072 -0.37
C -5.7275 -0.9638 -2.2746 -0.015 0.017 -0.023 -0.05
C -3.7656 -0.3874 -0.8146 -0.016 0.069 0.011 -0.24
C -4.5236 0.2727 0.1487 0.011 -0.036 0.031 0.06
C -3.6356 0.8304 1.0366 0.134 -0.004 -0.228 -0.16
C -4.0951 1.6167 2.2224 0.013 0.014 0.106 -0.36
C -4.9357 0.7102 3.1348 0.049 0.094 0.100 -0.04
C -4.9789 2.7897 1.7743 0.065 0.103 -0.073 -0.05
N -2.3620 0.5183 0.6031 -0.199 -0.107 0.022 0.09
N -2.4793 -0.2437 -0.5584 -0.334 0.007 0.094 0.06
B -0.8736 0.6802 0.8957 0.290 -0.033 -0.090 -0.40
N -0.0785 -0.3067 1.9020 -0.048 -0.338 0.212 0.13
N 0.5528 -1.2345 1.0477 -0.072 0.269 -0.640 -0.09
C 1.0044 -2.2863 1.7512 0.064 0.006 -0.181 -0.22
C 0.6865 -2.0691 3.0641 0.073 0.045 0.102 0.08
C 0.0617 -0.8222 3.1620 0.046 0.186 -0.150 -0.11
C -0.0791 -0.2359 4.5471 0.165 -0.054 -0.051 -0.34
C -1.3448 0.4758 4.9419 -0.118 0.285 0.022 -0.03
C 1.1877 0.5863 4.8342 0.032 -0.053 0.076 -0.02
C 1.6630 -3.4512 1.0792 0.014 -0.010 -0.005 -0.37
C 2.4106 -4.3221 2.0840 -0.010 -0.002 -0.008 -0.04
C 0.6105 -4.2592 0.3078 0.011 0.001 -0.001 -0.04
N -0.1177 1.9996 0.3934 -0.059 -0.037 0.006 0.09
N 0.4964 1.6782 -0.8321 0.587 -0.179 0.148 -0.08
C 0.8484 2.8316 -1.4557 0.070 0.022 0.100 -0.21
C 0.4886 3.8790 -0.6437 0.077 -0.002 0.016 0.09
C -0.0751 3.3424 0.5145 0.072 0.022 0.071 -0.14
C -0.4743 4.1749 1.6938 -0.100 0.012 -0.052 -0.33
C -1.9433 4.5936 1.6090 -0.021 -0.081 -0.015 -0.02
C -0.1253 3.4953 3.0056 0.004 -0.048 0.035 -0.03
C 1.5138 2.8551 -2.7957 0.024 -0.025 0.004 -0.35
C 1.5360 1.4678 -3.4213 -0.043 -0.009 0.051 -0.07
C 0.8443 3.8865 -3.7103 -0.041 -0.020 -0.007 -0.03
H -4.2516 -3.2833 -2.6174 -0.001 -0.017 -0.005 0.09
H -2.9322 -2.8889 -1.4874 -0.035 -0.023 0.034 0.06
H -4.5786 -3.0383 -0.9077 -0.012 0.015 -0.018 0.10
H -3.6935 -0.8373 -2.8685 -0.164 0.139 0.043 0.12
H -6.3396 -1.3211 -1.4452 0.011 0.004 -0.005 0.09
H -5.9455 0.0913 -2.4363 0.004 0.002 -0.001 0.10
H -6.0311 -1.5119 -3.1655 -0.003 -0.006 0.000 0.09
H -5.5962 0.3420 0.2024 0.007 0.004 0.016 0.13
H -3.2311 2.0035 2.7601 0.143 -0.019 0.200 0.11
H -5.9101 0.5377 2.6771 0.006 -0.008 0.017 0.09
H -4.4823 -0.2621 3.2898 0.192 -0.149 0.127 0.08
H -5.1045 1.1837 4.1017 0.003 0.006 -0.016 0.10
H -5.9322 2.4151 1.4024 0.003 0.007 -0.008 0.09
H -5.1917 3.4456 2.6182 0.002 -0.009 0.007 0.10
H -4.5283 3.3805 0.9773 0.006 0.017 0.025 0.08
H -0.5303 0.0271 -0.1060 -0.198 0.009 -0.010 0.02
H 0.9178 -2.7071 3.9003 -0.024 0.000 -0.001 0.14
H -0.0221 -1.1218 5.1835 0.000 0.013 0.000 0.14
H -1.4905 1.4103 4.4138 -0.100 0.152 -0.102 0.05
H -2.2024 -0.1587 4.7940 -0.443 -0.179 -0.086 0.08
H -1.2896 0.7148 6.0039 -0.024 0.003 -0.023 0.10
H 1.3091 1.3996 4.1249 -0.017 0.096 -0.061 0.05
H 1.1190 1.0117 5.8348 -0.001 -0.011 0.004 0.10
H 2.0799 -0.0380 4.7921 -0.021 0.023 0.001 0.08
H 2.3851 -3.0452 0.3603 0.013 -0.013 0.031 0.11
H 1.7184 -4.7661 2.8008 0.004 -0.007 0.003 0.10
H 2.9135 -5.1398 1.5700 0.001 0.001 -0.002 0.09
H 3.1600 -3.7547 2.6362 0.000 0.008 0.009 0.09
H -0.1423 -4.6544 0.9908 0.000 -0.007 -0.001 0.10
H 0.0976 -3.6484 -0.4401 -0.001 -0.001 0.000 0.05
H 1.0833 -5.1037 -0.1930 -0.002 0.000 -0.008 0.09
H 0.6362 4.9294 -0.8328 0.000 0.001 -0.007 0.15
H 0.1318 5.0793 1.6011 -0.012 -0.005 0.013 0.15
H -2.5970 3.7293 1.7125 0.040 0.054 -0.004 0.04
H -2.1708 5.2915 2.4136 -0.002 -0.005 0.004 0.11
H -2.1684 5.0842 0.6620 -0.001 0.001 -0.002 0.10
H -0.6086 2.5199 3.0742 -0.029 -0.020 0.016 0.04
H 0.9504 3.3517 3.1036 0.009 -0.009 -0.002 0.08
H -0.4670 4.0959 3.8477 -0.003 -0.011 0.000 0.11
H 2.5464 3.1679 -2.6246 0.024 0.035 -0.046 0.15
H 0.5287 1.0612 -3.5320 -0.001 0.022 -0.044 0.08
H 2.0056 1.4974 -4.4041 0.033 -0.024 0.014 0.11
H 2.1601 0.7733 -2.8304 0.030 -0.003 0.019 0.03
H -0.2358 3.7396 -3.7497 0.001 -0.024 -0.023 0.10
H 1.0403 4.9015 -3.3692 -0.035 -0.001 0.022 0.09
H 1.2389 3.7994 -4.7216 0.031 0.025 0.007 0.09
C 2.6356 -3.3213 -5.2710 0.000 -0.004 0.000 0.01
N 2.9259 -2.6585 -3.9898 0.030 -0.022 -0.005 -0.09
C 4.3169 -2.6395 -3.5158 -0.009 0.002 0.006 0.02
C 1.9621 -2.1457 -3.2474 -0.109 -0.099 0.022 -0.36
N 2.1571 -1.6736 -2.0193 -0.063 0.393 0.218 0.00
N 0.6987 -2.1186 -3.7751 0.039 -0.041 -0.009 0.20
C -0.4347 -1.7440 -3.0861 0.005 0.060 -0.049 -0.42
N -1.5844 -2.0944 -3.6452 0.249 -0.012 -0.149 0.25
N -0.3598 -1.0489 -1.9820 0.613 0.014 0.196 0.00
H 3.5557 -3.7511 -5.6505 0.001 -0.003 -0.004 0.11
H 2.2734 -2.6060 -6.0119 0.004 -0.001 -0.006 0.11
H 1.9246 -4.1380 -5.1361 -0.006 0.007 -0.002 0.11
H 4.9699 -2.7976 -4.3674 0.006 -0.009 0.001 0.11
H 4.4954 -3.4326 -2.7872 0.000 0.009 0.001 0.12
H 4.5600 -1.6658 -3.0916 0.007 0.003 -0.003 0.09
H 3.0929 -1.8620 -1.6859 0.075 0.101 -0.062 0.06
H 0.5745 -2.4979 -4.7011 0.006 0.001 -0.002 0.14
H -1.6370 -2.6791 -4.4639 0.027 -0.020 0.007 0.15
H -2.4566 -1.8368 -3.2050 0.053 -0.024 -0.032 0.06
H -1.2997 -0.8170 -1.5342 -0.108 0.129 0.096 0.05
C 5.2329 -0.8131 0.6975 -0.033 -0.006 0.059 0.05
C 4.1200 0.1960 0.4725 0.084 -0.215 0.271 -0.35
O 2.9269 -0.4461 0.0610 0.188 1.180 -0.450 -0.29
C 3.7768 0.9458 1.7876 -0.030 0.113 -0.038 -0.56
F 3.7044 0.0940 2.8072 -0.010 -0.088 -0.050 0.18
F 2.5628 1.5398 1.6851 0.064 -0.010 -0.037 0.13
F 4.6721 1.8797 2.0667 0.012 -0.043 -0.030 0.22
C 4.5496 1.1998 -0.6225 -0.130 0.027 -0.082 -0.56
F 4.4655 0.5914 -1.8315 -0.007 -0.042 0.032 0.13
F 3.7163 2.2539 -0.6695 -0.067 -0.040 -0.037 0.16
F 5.7780 1.6371 -0.4687 0.022 -0.013 0.076 0.23
H 4.9142 -1.5624 1.4182 -0.031 -0.002 -0.011 0.10
H 6.1218 -0.3147 1.0813 0.011 -0.019 0.011 0.12
H 5.4916 -1.3010 -0.2419 0.004 0.025 -0.015 0.10
```
Positions in Å, forces in eV/Å.

No. 3
Entry from the OMol25 dataset: a cluster of 6 separate species, C22H39N5O6P in total at a distorted geometry (ωB97M-V/def2-TZVPD).

Summary:
**Spin multiplicity**: 1
**E_HOMO**: -10.6 eV
**Charge**: +1
**LUMO energy**: -3.81 eV
**Orbital gap**: 0.2501 Ha

```
73
Properties=species:S:1:pos:R:3:forces:R:3:lowdin_charge:R:1
O 5.8426 0.4556 2.4360 -1.733 3.009 -1.779 -0.42
P 5.1988 1.7284 1.8733 1.782 -2.467 2.202 0.80
N 4.6453 1.5449 0.1760 -1.859 -0.187 0.853 -0.17
N 5.4911 1.8161 -0.8626 -2.961 -0.885 -4.554 0.04
C 4.6964 1.5957 -2.0548 -1.803 -0.560 2.405 0.00
N 3.3228 1.1665 -1.7896 5.709 1.637 3.224 0.16
C 3.3603 1.1366 -0.3374 1.720 0.672 -1.268 -0.27
N 2.3808 0.7892 0.5052 -1.025 -0.150 -0.440 0.11
C 0.9969 0.3874 0.0669 -1.081 -1.413 -1.489 -0.24
C 0.9661 -0.7538 -0.9589 -3.752 1.105 0.679 0.02
C -0.4698 -1.1984 -1.4340 1.316 4.284 3.920 0.01
C -1.5838 -0.3764 -0.7116 1.295 -0.407 -0.097 -0.02
C -1.3532 0.7271 0.3345 2.328 -2.424 -2.286 -0.08
N -0.0361 1.1124 0.6950 -0.417 -3.014 -2.536 0.06
H 6.1009 2.8643 1.8342 -0.850 -0.652 -0.452 0.06
H 4.0397 2.1726 2.6218 0.540 -0.170 -1.001 0.05
H 6.4809 2.1064 -0.7790 -1.052 -0.364 0.074 0.18
H 5.0729 1.7481 -3.1161 -0.374 -0.223 1.793 0.15
H 2.5212 0.7744 1.5314 0.011 0.154 -1.118 0.14
H 1.9167 -1.2461 -1.3817 -1.674 1.021 0.932 0.11
H -0.6588 -2.0055 -2.2091 0.215 1.244 1.273 0.11
H -2.6841 -0.6365 -0.9692 2.051 0.577 0.479 0.08
H -2.2498 1.2406 0.8171 1.626 -0.737 -0.719 0.12
C -6.5991 0.9939 -0.0590 0.090 -0.433 0.106 -0.01
C -5.5637 0.9078 -1.1478 0.280 -0.442 -0.063 -0.48
O -4.9267 -0.1151 -1.3362 -0.080 0.708 0.270 0.01
C -5.3447 2.1325 -1.9950 0.296 -0.215 -0.253 -0.02
H -6.6493 0.0394 0.4694 0.013 0.121 -0.087 0.09
H -6.3250 1.7747 0.6537 -0.179 0.110 -0.108 0.09
H -7.5784 1.2052 -0.4936 0.049 0.197 0.095 0.09
H -5.0149 2.9639 -1.3683 -0.223 0.071 -0.038 0.09
H -6.2683 2.3944 -2.5154 0.012 0.167 0.154 0.09
H -4.5711 1.9255 -2.7378 -0.106 0.009 0.097 0.08
C -6.1301 -2.6277 -2.1595 -0.428 -0.161 -0.076 -0.03
C -6.2336 -3.7118 -3.1989 -0.743 -0.348 -0.132 -0.50
O -7.2986 -4.2421 -3.4572 0.527 0.231 0.123 0.06
C -4.9668 -4.1139 -3.9061 -0.149 -0.272 -0.194 -0.02
H -7.1180 -2.4403 -1.7323 0.103 -0.057 -0.065 0.09
H -5.4568 -2.9423 -1.3595 0.153 0.210 -0.106 0.09
H -5.7678 -1.7078 -2.6185 0.185 -0.181 0.127 0.06
H -4.2413 -4.4945 -3.1834 0.129 0.170 -0.075 0.06
H -4.5527 -3.2572 -4.4425 0.140 -0.008 0.154 0.09
H -5.1893 -4.9036 -4.6270 0.006 0.110 0.099 0.09
C 2.7820 6.9025 -0.9741 -0.011 0.112 0.355 -0.02
C 3.8535 5.9234 -0.5773 0.064 0.134 0.828 -0.50
O 4.2115 5.8098 0.5810 -0.104 -0.198 -0.585 0.06
C 4.4685 5.0867 -1.6675 0.227 -0.204 0.117 -0.03
H 2.4316 7.4344 -0.0873 0.080 -0.096 -0.113 0.09
H 3.1863 7.6296 -1.6816 -0.134 -0.115 -0.134 0.09
H 1.9385 6.3702 -1.4192 0.082 0.096 -0.186 0.09
H 4.9488 5.7311 -2.4066 -0.169 -0.084 -0.113 0.09
H 3.6990 4.4729 -2.1420 0.000 0.157 -0.187 0.08
H 5.2238 4.4284 -1.2335 -0.064 0.178 -0.006 0.05
C -3.2302 -6.7335 0.1698 0.274 0.306 0.024 -0.03
C -3.2627 -6.8228 -1.3329 0.369 0.345 -0.427 -0.51
O -2.5734 -6.0948 -2.0252 -0.315 -0.243 0.349 0.04
C -4.1799 -7.8463 -1.9466 0.104 0.112 -0.378 -0.02
H -2.5266 -5.9543 0.4711 -0.084 -0.102 -0.064 0.08
H -4.2216 -6.4754 0.5483 0.006 -0.222 0.060 0.09
H -2.9003 -7.6852 0.5916 -0.220 -0.002 0.055 0.09
H -5.2135 -7.6376 -1.6620 0.031 -0.179 0.116 0.09
H -3.8921 -8.8474 -1.6188 -0.188 0.028 0.117 0.09
H -4.0999 -7.7978 -3.0347 0.001 0.011 0.153 0.09
C 6.0054 2.2466 7.7038 -0.078 0.467 -0.087 -0.02
C 6.0186 1.9629 6.2258 -0.072 0.413 -0.339 -0.50
O 5.8260 2.8505 5.4105 -0.001 -0.457 0.152 0.03
C 6.2785 0.5441 5.7960 -0.031 0.138 -0.424 -0.02
H 5.8067 3.3080 7.8672 0.029 -0.146 -0.036 0.09
H 5.2178 1.6645 8.1868 0.184 -0.116 0.065 0.09
H 6.9771 2.0016 8.1377 -0.127 -0.172 0.074 0.09
H 5.5028 -0.1131 6.1952 0.178 -0.060 0.157 0.09
H 7.2622 0.2242 6.1462 -0.139 -0.113 0.158 0.09
H 6.2594 0.4860 4.7063 0.021 -0.022 0.176 0.04
```
Positions in Å, forces in eV/Å.

No. 4
Entry from the OMol25 dataset: an isolated molecule of C2H2N4O at a distorted geometry (ωB97M-V/def2-TZVPD).

Summary:
**Spin multiplicity**: 1
**Structure (SMILES)**: N#C/N=C(\N)N=O
**E_HOMO**: -10.5 eV
**LUMO energy**: -2.31 eV
**Relative energy (zero: lowest compared OMol25 entry of this formula, charge and spin)**: 144.30 kJ/mol
**Orbital gap**: 0.2998 Ha

```
9
Properties=species:S:1:pos:R:3:forces:R:3:nbo_charge:R:1
N -3.6386 0.1681 0.0144 -0.852 0.287 0.164 -0.35
C -2.8494 -0.6688 0.0027 0.746 1.237 -0.421 0.40
N -1.8775 -1.5228 -0.0749 1.727 -2.611 0.734 -0.50
C -0.6111 -1.3555 0.0288 0.199 2.797 -0.841 0.52
N 0.0744 -0.1697 -0.0519 -1.655 0.964 1.194 -0.78
N 0.2665 -2.5025 0.1118 1.321 -1.851 -0.307 0.13
O 1.4511 -2.2825 -0.0657 -2.098 0.244 0.330 -0.23
H 1.0298 -0.1364 0.2605 0.216 -0.402 -0.137 0.41
H -0.4609 0.6427 0.3051 0.396 -0.665 -0.715 0.41
```
Positions in Å, forces in eV/Å.

No. 5
Entry from the OMol25 dataset: a cluster of 2 separate species, C4H13N2S in total at a distorted geometry (ωB97M-V/def2-TZVPD).

Summary:
**Spin multiplicity**: 2
**E_HOMO (spin up / spin down)**: -18.8 / -18.8 eV
**Charge**: +2
**LUMO energy (spin up / spin down)**: -8.07 / -12.99 eV
**Relative energy (zero: lowest compared OMol25 entry of this formula, charge and spin)**: 104.00 kJ/mol
**Orbital gap (spin up / spin down)**: 0.3949 / 0.2135 Ha
**<S²>**: 0.7535

```
20
Properties=species:S:1:pos:R:3:forces:R:3:lowdin_spin:R:1
C -2.4370 0.5004 0.0105 -0.791 -0.309 1.702 0.00
C -1.9253 1.4760 1.0760 0.376 -0.556 0.002 0.06
S -0.3212 0.8449 1.9607 -1.718 0.924 -0.395 0.82
H -2.8265 -0.4054 0.4902 -0.127 0.160 -0.258 0.00
H -1.6637 0.2015 -0.6547 0.597 -0.036 -0.766 0.00
H -3.2463 0.9911 -0.5466 0.239 -0.098 0.163 0.00
H -1.6036 2.3797 0.5511 0.012 0.329 0.707 0.01
H -2.5988 1.6567 1.9679 0.570 0.008 -0.946 0.03
H 0.0787 2.1036 2.2192 0.307 0.093 0.290 0.02
C 0.9419 -0.4943 -2.1951 0.269 -0.044 -0.340 0.00
N 2.0882 -1.3791 1.1809 0.776 0.375 -1.513 0.01
C 2.0768 -1.1848 -0.1396 -0.473 -0.121 0.885 0.00
N 1.1679 -0.4637 -0.7521 0.409 -0.588 0.292 0.02
H -0.1114 -0.6703 -2.4093 0.135 -0.478 0.047 0.00
H 1.6082 -1.2671 -2.5858 -0.459 0.093 -0.279 0.00
H 1.1814 0.4536 -2.6535 0.296 0.328 0.034 0.00
H 1.2809 -1.4075 1.7366 -1.073 0.218 0.692 0.00
H 2.9247 -1.7031 1.6133 0.540 -0.530 0.205 0.00
H 2.8598 -1.7115 -0.6812 -0.052 0.456 -0.371 0.00
H 0.5253 0.0793 -0.1888 0.167 -0.223 -0.150 0.02
```
Positions in Å, forces in eV/Å.

No. 6
Entry from the OMol25 dataset: an isolated molecule of C7H11N at a distorted geometry (ωB97M-V/def2-TZVPD).

Summary:
**Spin multiplicity**: 1
**Structure (SMILES)**: C[C@@]1(N)[C@@H]2C=C[C@H]1C2
**E_HOMO**: -8.6 eV
**LUMO energy**: 0.95 eV
**Relative energy (zero: lowest compared OMol25 entry of this formula, charge and spin)**: 646.73 kJ/mol
**Orbital gap**: 0.3505 Ha

```
19
Properties=species:S:1:pos:R:3:forces:R:3:nbo_charge:R:1
C -2.0849 -0.2867 0.1179 2.293 -3.410 1.136 -0.69
C -0.7241 0.2198 -0.0325 2.578 5.306 2.035 0.20
N -0.6299 1.7038 -0.0631 2.810 -2.650 -2.670 -0.85
C 0.3474 -0.6238 0.9581 -4.133 -1.621 1.620 -0.31
C 1.6016 0.0393 0.8222 2.594 5.094 -1.018 -0.24
C 1.5542 0.4685 -0.4904 0.122 1.385 -0.073 -0.19
C 0.3136 -0.1467 -1.0519 -1.076 -2.906 0.159 -0.31
C 0.2612 -1.5896 -0.3296 5.357 0.389 -2.027 -0.41
H -2.7217 -0.2938 0.9454 -0.217 1.833 2.462 0.24
H -2.7304 -0.0248 -0.6176 -1.664 -0.169 -3.046 0.23
H -1.7509 -1.3336 0.3740 -1.596 -0.046 -1.763 0.25
H 0.3791 1.9366 0.1024 -1.879 0.310 0.307 0.37
H -1.2657 1.9607 0.5517 -3.064 2.721 3.880 0.34
H -0.0632 -0.6801 2.0477 0.782 -1.023 -1.914 0.23
H 2.1105 0.8075 1.5827 -0.979 -2.503 -1.342 0.23
H 1.8139 1.4773 -1.0404 0.731 -2.415 1.358 0.24
H 0.1212 0.1332 -2.0539 -0.337 -0.420 -1.270 0.22
H -0.3492 -2.3755 -0.7012 -1.708 -0.039 0.590 0.24
H 1.2511 -2.0184 -0.7133 -0.613 0.162 1.578 0.21
```
Positions in Å, forces in eV/Å.